# 1
C50H79KN8O7PSSi | the ωB97M-V functional and the def2-TZVPD basis

```
148
Properties=species:S:1:pos:R:3:forces:R:3:mulliken_charge:R:1
K 0.264 -0.139 0.346 0.137 0.197 -0.220 0.4323
C 0.588 1.994 4.787 0.043 0.139 0.101 -1.2220
C 0.543 1.068 3.729 0.088 -0.105 -0.160 -0.9788
N 1.125 1.272 2.572 -0.100 -0.200 0.249 0.5694
C 1.808 2.419 2.367 0.081 0.442 0.188 0.4297
C 1.852 3.453 3.347 -0.162 -0.242 -0.159 1.2802
C 1.222 3.188 4.585 -0.038 -0.108 -0.039 -0.9978
C 2.494 4.675 3.068 0.151 0.268 -0.058 -1.0287
C 3.090 4.850 1.839 -0.069 -0.009 0.244 -0.9295
C 3.127 3.826 0.895 -0.088 -0.182 -0.021 0.0386
C 2.535 2.574 1.123 0.291 0.171 -0.206 -1.0695
N 2.545 1.552 0.250 -0.449 -0.246 -0.034 0.6876
C 3.608 1.236 -0.500 0.273 0.221 0.229 -0.1047
C 4.938 1.568 -0.176 -0.211 0.044 0.001 -0.5849
C 6.020 1.154 -0.946 -0.003 -0.128 -0.236 -0.8275
C 5.852 0.386 -2.076 0.287 0.074 0.105 -0.9849
C 4.552 -0.008 -2.443 -0.271 0.058 0.108 1.1777
C 4.303 -0.819 -3.572 -0.114 -0.037 -0.009 -0.8162
C 3.022 -1.173 -3.887 0.139 -0.032 -0.043 -1.1904
C 1.982 -0.722 -3.057 -0.003 0.104 0.115 0.1597
N 2.166 0.034 -2.003 -0.244 -0.175 -0.042 0.1985
C 3.422 0.403 -1.673 0.355 0.000 -0.194 -0.3017
H 0.117 1.758 5.734 -0.032 0.003 -0.011 0.5002
H 0.009 0.129 3.837 0.018 0.082 0.031 1.0645
H 1.256 3.945 5.362 -0.001 -0.010 0.017 0.3912
H 2.506 5.460 3.815 -0.023 -0.021 0.003 0.3517
H 3.561 5.799 1.603 0.004 -0.001 0.008 0.3502
H 3.621 3.989 -0.055 0.031 -0.015 0.019 0.5892
H 5.115 2.145 0.722 0.018 0.013 -0.023 0.4573
H 7.021 1.446 -0.647 -0.004 -0.010 0.035 0.3594
H 6.701 0.073 -2.672 -0.032 -0.027 -0.013 0.3473
H 5.141 -1.169 -4.164 0.009 0.044 -0.023 0.3902
H 2.803 -1.800 -4.743 -0.002 -0.020 0.016 0.4432
H 0.959 -1.008 -3.274 0.009 -0.044 -0.013 0.3688
C -1.358 -1.059 -5.673 -0.112 -0.075 0.072 -1.0490
N -1.126 -0.090 -4.625 0.194 0.172 0.052 0.5666
C -0.618 1.210 -5.037 -0.068 -0.056 0.115 -1.0437
C -1.371 -0.300 -3.298 -0.149 0.113 -0.148 0.6100
O -1.218 0.578 -2.466 0.151 -0.176 -0.080 -0.5848
C -1.902 -1.689 -2.935 -0.013 -0.081 0.126 -1.2141
O -1.932 -1.986 -1.570 0.213 0.101 0.086 -0.0875
C -2.728 -1.113 -0.784 -0.054 -0.012 0.106 -0.0815
C -2.779 -1.592 0.662 -0.243 -0.140 0.079 -0.6190
O -2.127 -1.029 1.527 -0.104 0.083 -0.067 0.4412
N -3.661 -2.586 0.943 0.083 -0.180 0.014 0.7394
C -3.774 -3.052 2.313 0.057 0.076 0.008 -0.7047
C -4.424 -3.268 -0.088 0.090 0.191 -0.043 -1.0126
H -0.647 -0.882 -6.480 0.017 -0.008 0.002 0.3116
H -2.369 -0.981 -6.087 0.015 -0.008 -0.021 0.2674
H -1.209 -2.077 -5.318 -0.006 0.028 -0.058 0.4061
H 0.241 1.080 -5.697 -0.021 -0.033 -0.015 0.3956
H -0.302 1.747 -4.148 0.004 0.046 0.000 0.1572
H -1.387 1.790 -5.555 0.017 -0.006 -0.015 0.3485
H -1.261 -2.456 -3.370 -0.050 0.006 -0.028 0.3845
H -2.908 -1.781 -3.382 0.017 -0.032 -0.017 0.4837
H -3.743 -1.066 -1.202 0.036 0.003 0.009 0.8675
H -2.301 -0.115 -0.756 -0.184 0.050 -0.010 -0.6375
H -2.888 -2.731 2.852 -0.009 -0.047 0.032 -0.2010
H -3.828 -4.141 2.329 0.016 -0.003 0.003 0.4171
H -4.660 -2.639 2.807 -0.010 -0.016 -0.025 0.2766
H -5.243 -2.645 -0.464 -0.034 -0.059 -0.003 0.2353
H -4.856 -4.172 0.335 0.032 -0.023 0.017 0.3990
H -3.778 -3.549 -0.920 -0.035 -0.029 -0.018 0.3285
C 1.713 -2.293 4.731 -0.051 -0.180 -0.133 -1.4365
C 0.488 -3.199 4.869 -0.153 0.213 0.239 2.2493
C 0.438 -3.798 6.278 0.041 -0.010 -0.194 -2.0608
C -0.783 -2.388 4.602 0.143 -0.125 -0.084 -1.2497
O 0.523 -4.298 3.976 0.024 -0.011 0.122 0.2550
Si 1.175 -4.412 2.443 -0.221 0.073 -0.330 -1.5257
S 0.503 -3.110 1.031 -0.122 -0.246 0.171 -0.7272
O 0.900 -6.026 2.132 -0.250 -0.040 -0.069 0.4956
C -0.285 -6.798 1.977 0.045 -0.354 0.036 1.9584
C -0.182 -7.506 0.623 0.061 0.161 0.096 -1.9440
C -1.589 -5.997 2.034 0.338 0.236 0.116 -1.3286
C -0.290 -7.830 3.110 0.080 0.126 -0.076 -1.8792
O 2.813 -4.285 2.606 0.227 -0.151 -0.014 -0.1543
C 3.827 -5.229 2.885 0.271 -0.209 0.109 1.8453
C 3.476 -6.091 4.105 -0.099 0.163 -0.148 -1.2800
C 4.057 -6.127 1.663 -0.167 0.188 0.092 -1.5567
C 5.100 -4.432 3.172 -0.141 -0.010 -0.040 -1.8431
H 1.683 -1.499 5.480 -0.014 0.020 -0.006 0.5766
H 1.739 -1.848 3.734 0.047 0.036 0.021 0.1730
H 2.625 -2.876 4.860 0.030 0.033 0.027 0.1592
H 0.356 -3.015 7.035 -0.001 -0.006 0.005 0.3657
H 1.342 -4.382 6.460 0.007 0.014 0.033 0.3891
H -0.421 -4.467 6.356 -0.009 0.007 0.034 0.3779
H -0.835 -1.508 5.249 -0.014 -0.015 0.029 0.4850
H -1.659 -3.014 4.792 -0.037 0.009 -0.012 0.6534
H -0.789 -2.077 3.555 -0.061 0.029 0.018 -0.4725
H -0.147 -6.757 -0.169 0.003 -0.018 -0.018 0.3282
H -1.038 -8.166 0.461 0.001 -0.017 -0.009 0.4210
H 0.737 -8.096 0.587 -0.017 0.002 -0.025 0.3927
H -1.576 -5.211 1.282 -0.032 0.085 -0.107 0.1751
H -1.676 -5.518 3.012 -0.072 0.001 0.005 0.2393
H -2.445 -6.659 1.871 0.062 -0.006 0.027 0.5257
H 0.607 -8.450 3.054 -0.014 -0.001 0.006 0.3548
H -1.172 -8.471 3.049 0.004 -0.024 0.021 0.4425
H -0.288 -7.305 4.067 -0.025 -0.024 0.014 0.2971
H 2.523 -6.590 3.933 0.010 -0.064 0.055 0.0571
H 3.386 -5.466 4.997 -0.019 -0.003 -0.007 0.2167
H 4.253 -6.839 4.275 0.005 -0.006 0.028 0.5303
H 3.125 -6.631 1.414 0.030 -0.082 -0.037 0.0902
H 4.835 -6.865 1.868 0.010 -0.004 -0.016 0.4743
H 4.357 -5.513 0.812 -0.001 -0.014 -0.008 0.3300
H 4.957 -3.791 4.044 0.000 -0.005 -0.001 0.3644
H 5.336 -3.799 2.316 0.013 0.003 0.009 0.3515
H 5.935 -5.110 3.361 0.036 0.026 0.012 0.4078
O -2.214 1.864 0.407 0.182 -0.192 0.039 1.4257
P -3.167 2.922 0.789 -0.897 1.006 0.213 -1.2344
N -3.524 3.066 2.424 0.203 -0.359 -0.439 0.1830
C -2.446 2.673 3.344 0.030 0.057 0.054 -0.4434
C -2.853 1.299 3.906 -0.095 0.064 -0.062 0.7698
C -4.369 1.190 3.630 0.051 0.108 -0.055 -0.4587
C -4.751 2.554 3.028 -0.011 -0.104 0.088 -1.0130
N -2.692 4.470 0.338 0.185 -0.542 0.182 0.0773
C -1.696 4.513 -0.743 0.045 0.055 -0.083 -0.5127
C -0.346 4.784 -0.054 -0.093 0.009 0.044 -0.0558
C -0.714 5.368 1.329 -0.080 -0.012 -0.109 0.0864
C -2.247 5.468 1.311 0.050 0.150 -0.061 -1.1592
N -4.695 2.751 0.073 0.594 -0.182 0.050 0.0314
C -5.005 1.385 -0.361 -0.126 -0.007 0.006 -0.4209
C -4.734 1.364 -1.877 0.024 0.124 0.052 0.2077
C -4.825 2.845 -2.312 -0.037 -0.059 0.105 -0.7645
C -5.146 3.612 -1.015 -0.073 0.007 -0.076 -0.9221
H -2.381 3.419 4.145 0.046 0.003 -0.046 0.1816
H -1.492 2.639 2.820 0.038 0.035 0.048 -0.0128
H -2.624 1.223 4.970 0.035 -0.012 -0.024 0.7178
H -2.317 0.515 3.377 -0.004 -0.099 0.014 -1.0415
H -4.947 0.983 4.531 -0.010 -0.066 -0.017 0.4881
H -4.561 0.393 2.907 0.007 0.005 0.026 -0.1225
H -5.051 3.242 3.828 -0.017 0.009 -0.041 0.3752
H -5.549 2.505 2.293 -0.043 0.039 0.018 0.6011
H -1.958 5.327 -1.430 -0.017 -0.029 0.014 0.3320
H -1.694 3.571 -1.291 0.019 0.047 -0.046 0.1902
H 0.262 5.478 -0.633 0.053 -0.057 -0.034 0.5873
H 0.209 3.854 0.054 0.065 0.012 0.000 -0.4930
H -0.256 6.342 1.498 0.048 -0.021 0.073 0.5117
H -0.385 4.699 2.123 0.046 0.008 0.030 -0.4149
H -2.554 6.456 0.945 -0.025 -0.027 0.040 0.3680
H -2.714 5.296 2.276 -0.018 0.041 0.008 0.5607
H -6.060 1.170 -0.148 0.030 0.016 -0.003 0.5227
H -4.388 0.677 0.190 -0.052 -0.061 0.007 -0.1898
H -5.454 0.735 -2.403 0.032 -0.042 -0.014 0.7498
H -3.730 0.981 -2.059 -0.077 0.074 -0.057 -0.7184
H -5.591 3.003 -3.071 0.032 0.049 -0.032 0.4008
H -3.867 3.179 -2.713 -0.014 -0.005 -0.038 0.2378
H -6.229 3.755 -0.917 0.024 0.004 -0.004 0.4317
H -4.661 4.582 -0.954 -0.051 0.027 0.004 0.4655
```
Positions in Å, forces in eV/Å.

Computed properties:
Relative energy (zero: lowest compared OMol25 entry of this formula, charge and spin), eV: 1.191
HOMO energy, eV: -3.426
Total charge: -1
Orbital gap, eV: 5.23

---

# 2
C50H79N9O14S2 | the ωB97M-V functional and the def2-TZVPD basis

```
154
Properties=species:S:1:pos:R:3:forces:R:3:mulliken_charge:R:1
C 2.851 -3.072 2.617 -0.555 0.174 -0.491 -0.5173
C 3.344 -1.579 2.331 1.553 1.442 4.716 0.7132
O 3.844 -0.945 3.303 -1.897 -2.442 -4.658 -0.5398
O 3.229 -0.904 1.055 -2.411 -0.750 1.209 -0.3422
C 1.944 -0.230 1.007 -0.742 4.345 1.108 -0.0815
O 1.905 0.992 1.318 0.266 -5.310 -1.405 -0.6523
C 0.593 -0.953 0.525 0.691 -0.615 0.280 0.1821
C -0.565 -0.938 1.625 -2.777 -0.277 0.375 0.4984
C -1.911 -1.310 1.286 2.933 0.476 0.280 0.8080
C -2.184 -1.750 -0.224 -0.712 0.735 0.016 -0.6480
C -3.678 -2.267 -0.504 0.011 -0.502 0.217 -0.1583
C -3.925 -3.811 -0.148 -1.192 0.328 0.632 -0.3523
S -2.681 -4.978 -0.921 0.134 -0.299 1.117 -0.1643
C -1.634 -5.574 0.513 0.651 1.080 0.427 -0.0517
S -0.264 -4.718 0.933 -1.816 -1.193 -0.607 -0.0716
N -2.101 -6.780 1.241 1.402 0.244 0.824 0.3441
C -2.365 -6.468 2.663 -2.029 1.274 4.341 0.3189
C -3.854 -6.184 3.056 2.037 0.342 2.324 -0.3287
C -4.300 -5.794 4.502 3.888 -0.510 -0.937 -0.5525
C -3.242 -5.657 5.630 0.813 -1.134 -3.966 -0.3229
C -1.745 -5.964 5.249 -2.794 0.167 -1.893 -0.8196
C -1.314 -6.351 3.796 -3.091 0.748 1.110 0.1569
C -1.228 -7.953 1.048 2.062 -4.391 -1.471 0.3615
C -1.870 -9.218 0.361 3.288 -0.460 0.541 -0.3625
C -1.045 -10.519 0.059 2.105 2.326 1.691 -0.4335
C 0.467 -10.649 0.463 -2.457 4.213 0.786 -0.4030
C 1.101 -9.380 1.144 -3.272 -0.614 -1.262 -0.6805
C 0.274 -8.068 1.410 -0.985 -2.782 -1.283 0.1139
C -3.010 -1.235 2.450 -1.239 -0.459 0.885 0.2483
O -3.969 -2.030 2.602 3.206 2.669 -0.868 -0.5655
C -2.810 -0.027 3.509 3.152 -0.140 -0.286 -0.5711
C -1.467 0.343 3.850 -3.697 -0.577 -0.994 -0.0039
O -1.238 1.435 4.759 -0.415 -1.322 -2.341 -0.5297
C -0.313 -0.524 3.166 2.134 -0.301 1.185 0.1822
O 0.699 -0.878 3.826 -3.412 1.260 -2.619 -0.5822
H 3.046 -3.294 3.725 -0.066 0.504 -1.838 0.3084
H 3.361 -3.833 1.936 -0.594 1.125 0.901 0.3403
H 1.710 -3.190 2.466 1.804 0.439 0.056 -0.1547
H 0.839 -2.028 0.187 -0.498 1.539 0.613 0.0997
H 0.234 -0.387 -0.412 0.548 -0.706 1.554 0.4887
H -1.374 -2.484 -0.600 -1.445 0.919 0.839 0.2235
H -2.046 -0.795 -0.868 -0.276 -1.350 1.139 0.4021
H -4.458 -1.650 0.085 1.427 -0.958 -0.986 -0.3845
H -3.938 -2.127 -1.607 0.551 -0.096 1.462 0.4611
H -4.014 -4.013 0.983 0.429 0.434 -1.738 -0.0637
H -4.956 -4.105 -0.585 1.741 0.339 0.607 0.4944
H -4.676 -6.239 2.266 1.456 -0.021 1.095 0.3150
H -5.406 -5.584 4.682 1.783 -0.345 -0.218 0.3047
H -3.553 -5.341 6.694 0.787 -0.642 -1.890 0.4263
H -0.997 -5.839 6.117 -1.092 -0.368 -1.815 0.2804
H -0.211 -6.524 3.589 -1.777 0.226 0.338 0.0828
H -2.962 -9.208 0.030 1.764 0.178 0.639 0.3216
H -1.489 -11.436 -0.467 0.385 1.770 0.908 0.2824
H 1.085 -11.598 0.250 -1.190 1.809 0.415 0.3141
H 2.210 -9.474 1.413 -1.899 0.536 -0.297 0.2744
H 0.827 -7.192 1.877 -0.905 -1.334 -0.782 0.1239
H -3.718 0.494 3.959 1.375 -0.964 -0.669 0.3025
H -1.761 2.172 4.347 0.703 -0.850 0.702 0.3892
C 5.815 1.143 0.733 -0.443 -0.074 0.158 -0.7876
N 4.665 1.897 0.284 0.036 0.418 -0.442 0.0783
C 4.643 2.979 -0.542 -0.389 -0.081 0.067 0.6886
C 5.961 3.479 -1.073 -0.286 0.070 -0.005 -1.0933
O 3.577 3.512 -0.831 0.155 -0.021 -0.060 -0.6960
H 5.688 0.105 0.417 0.256 -0.046 0.119 0.1599
H 5.846 1.183 1.824 0.222 -0.173 -0.022 0.2341
H 6.747 1.532 0.330 -0.133 0.050 -0.020 0.4093
H 3.747 1.614 0.605 0.186 0.062 0.139 0.1370
H 5.791 4.343 -1.716 -0.052 -0.166 0.167 0.2589
H 6.606 3.786 -0.248 0.128 -0.132 -0.208 0.4127
H 6.447 2.700 -1.664 0.199 0.103 0.157 0.2954
C 6.412 2.622 -5.303 0.352 -0.385 -0.100 -0.8107
N 7.704 3.129 -5.713 0.066 0.544 -0.048 -0.1437
C 8.104 4.426 -5.810 0.425 -0.210 -0.108 0.7802
C 7.105 5.494 -5.453 -0.003 0.226 0.031 -1.1226
O 9.243 4.693 -6.176 -0.119 0.039 0.150 -0.6737
H 6.557 1.981 -4.431 -0.293 0.028 0.026 0.2510
H 6.002 2.026 -6.122 -0.240 0.000 0.148 0.2908
H 5.716 3.419 -5.053 0.141 -0.028 -0.017 0.3254
H 8.424 2.466 -5.967 -0.107 0.069 0.042 0.2262
H 7.562 6.477 -5.576 0.050 -0.246 -0.034 0.2607
H 6.238 5.432 -6.114 -0.070 0.000 0.176 0.4297
H 6.796 5.385 -4.411 -0.137 -0.025 -0.084 0.1966
C -7.136 3.141 -1.323 0.247 0.108 -0.425 -0.9548
N -5.982 2.289 -1.514 0.204 -0.482 0.381 -0.1401
C -5.540 1.284 -0.711 0.202 0.088 -0.347 0.8952
C -6.323 0.993 0.541 0.113 -0.098 0.076 -1.2088
O -4.535 0.650 -1.016 -0.008 0.029 0.105 -0.5641
H -7.799 3.016 -2.181 -0.163 0.169 0.146 0.2946
H -6.794 4.177 -1.282 -0.264 0.049 0.054 0.2858
H -7.678 2.903 -0.410 0.126 -0.056 -0.061 0.3774
H -5.409 2.430 -2.336 -0.110 0.076 0.039 0.1520
H -5.855 0.168 1.081 -0.013 0.127 -0.156 0.0965
H -6.331 1.869 1.192 -0.244 -0.099 0.019 0.3847
H -7.343 0.702 0.284 -0.018 0.152 0.180 0.3845
C -1.521 2.209 -5.264 -0.326 -0.621 -0.012 -0.7412
N -2.895 2.666 -5.280 -0.125 0.582 0.162 -0.0791
C -3.361 3.925 -5.060 -0.379 -0.306 -0.145 0.7963
C -2.352 5.000 -4.760 0.000 0.260 0.025 -1.2028
O -4.565 4.153 -5.110 0.101 0.033 0.112 -0.7015
H -1.292 1.786 -6.242 0.287 0.119 0.166 0.1462
H -1.430 1.429 -4.504 0.223 0.055 0.048 0.3168
H -0.821 3.011 -5.044 -0.140 -0.037 -0.100 0.3105
H -3.624 1.995 -5.476 0.113 0.079 0.011 0.2093
H -2.866 5.950 -4.607 -0.054 -0.246 -0.041 0.3065
H -1.803 4.755 -3.849 0.135 0.028 -0.135 0.3437
H -1.663 5.112 -5.600 0.109 -0.082 0.141 0.3011
C 11.250 6.448 -3.095 0.008 -0.404 -0.373 -0.9451
N 10.236 5.452 -2.823 -0.388 0.078 0.511 -0.1129
C 9.256 5.489 -1.881 0.022 -0.483 -0.328 0.8216
C 9.186 6.701 -0.991 -0.164 0.055 0.191 -1.3588
O 8.468 4.556 -1.778 0.203 0.274 -0.005 -0.5923
H 11.140 6.774 -4.132 0.178 0.157 0.061 0.2930
H 12.230 5.983 -2.968 0.100 0.266 -0.026 0.3206
H 11.171 7.309 -2.435 -0.067 -0.132 -0.008 0.3373
H 10.223 4.611 -3.384 0.015 0.166 -0.071 0.2229
H 8.356 6.591 -0.290 0.115 -0.107 -0.187 0.2875
H 10.110 6.800 -0.418 -0.027 0.168 -0.089 0.3732
H 9.013 7.597 -1.591 0.153 0.035 0.107 0.3483
C -5.813 1.246 6.811 0.272 -0.383 -0.320 -0.8793
N -6.329 1.131 5.463 -0.320 0.334 -0.118 -0.0734
C -7.383 1.791 4.907 0.050 -0.274 -0.523 0.8955
C -8.130 2.771 5.773 -0.180 0.134 -0.022 -1.3814
O -7.695 1.579 3.743 0.042 0.125 0.194 -0.6312
H -4.769 1.563 6.752 -0.009 0.030 0.305 0.2581
H -5.863 0.262 7.282 0.074 0.143 0.245 0.3085
H -6.373 1.961 7.407 0.001 -0.053 -0.140 0.3677
H -5.876 0.490 4.826 -0.120 -0.013 0.118 0.1243
H -8.942 3.220 5.199 0.193 -0.171 -0.015 0.2948
H -8.560 2.257 6.636 0.100 0.147 0.070 0.3808
H -7.459 3.567 6.102 -0.081 -0.069 0.160 0.3797
C -0.538 1.715 -11.199 -0.036 -0.458 0.313 -0.8573
N -0.622 1.987 -9.779 0.008 0.502 0.160 -0.1601
C -0.630 3.197 -9.155 -0.045 -0.202 0.460 0.7675
C -0.543 4.428 -10.017 0.002 0.223 0.042 -1.3421
O -0.706 3.259 -7.934 0.054 0.105 -0.362 -0.5493
H -1.427 1.152 -11.492 0.095 0.050 -0.274 0.2844
H 0.349 1.105 -11.379 -0.056 0.052 -0.284 0.2867
H -0.477 2.626 -11.790 -0.011 -0.042 0.145 0.3332
H -0.683 1.205 -9.142 0.012 0.074 -0.117 0.2160
H -0.559 5.318 -9.385 -0.010 -0.255 0.004 0.2693
H 0.392 4.424 -10.583 -0.137 0.025 -0.126 0.3806
H -1.397 4.471 -10.696 0.153 0.019 -0.103 0.3702
C 0.425 -2.648 9.151 0.174 -0.455 0.226 -0.8206
N -0.577 -3.695 9.151 -0.477 0.090 -0.228 -0.1828
C -1.843 -3.643 8.656 -0.052 -0.483 0.168 0.7933
C -2.294 -2.354 8.022 -0.184 0.077 -0.114 -1.2063
O -2.574 -4.624 8.734 0.072 0.201 -0.075 -0.6713
H 1.299 -3.012 8.608 0.087 0.288 0.017 0.2777
H 0.705 -2.443 10.187 0.141 0.223 -0.110 0.2821
H 0.065 -1.734 8.686 -0.036 -0.139 0.017 0.3163
H -0.341 -4.587 9.562 -0.013 0.120 -0.039 0.2506
H -3.323 -2.460 7.672 0.184 -0.133 0.099 0.2967
H -2.260 -1.544 8.754 0.107 0.062 -0.145 0.4146
H -1.661 -2.117 7.164 -0.002 0.156 0.097 0.2700
```
Positions in Å, forces in eV/Å.

Computed properties:
SMILES: CC(=O)OC(=O)CC1=C(CCCSC(=S)N(c2ccccc2)c2ccccc2)C(=O)C=C(O)C1=O.CNC(C)=O.CNC(C)=O.CNC(C)=O.CNC(C)=O.CNC(C)=O.CNC(C)=O.CNC(C)=O.CNC(C)=O
HOMO energy, eV: -8.438
Orbital gap, eV: 7.31